Entry 1:
Below is C6H12OS in the gas phase at a distorted geometry, with properties calculated with the ωB97M-V functional and the def2-TZVPD basis.

Structure (ORCA input):
```
! wB97M-V def2-TZVPD RIJCOSX def2/J DEFGRID3
* xyz 0 1
C -2.039 1.137 0.238
C -1.701 -0.004 -0.670
C -0.310 -0.676 -0.875
C 1.018 -0.456 -0.144
C 1.388 1.059 -0.315
C 0.938 -0.838 1.400
H -1.448 1.228 1.114
H -1.940 2.048 -0.399
H -3.105 1.029 0.605
H -2.230 0.006 -1.636
H -0.227 -1.040 -1.902
H 0.795 1.747 0.296
H 2.483 1.204 -0.068
H 1.332 1.330 -1.359
H -0.049 -0.521 1.709
H 1.747 -0.393 1.951
H 0.992 -1.954 1.463
H 1.935 -2.057 -0.552
O 2.073 -1.129 -0.798
S -1.652 -1.718 -0.059
*
```

As for the SMILES: C[C@@H]1S[C@@H]1C(C)(C)O. The energy relative to the best compared isomer or geometry (same formula, charge and spin) comes out at 90.6 kJ/mol. For the total energy, the calculation gives -709.2049 hartree.



Entry 2:
Below is 2 unconnected molecules or ions with the total composition C3H10NO2 at a distorted geometry, with properties calculated with the ωB97M-V functional and the def2-TZVPD basis.

Structure (ORCA input):
```
! wB97M-V def2-TZVPD RIJCOSX def2/J DEFGRID3
* xyz 1 1
O 1.689 0.956 2.147
C 1.852 0.695 0.990
C 0.712 0.014 0.239
C 0.636 0.348 -1.245
N -0.570 0.407 0.946
H 2.729 1.030 0.429
H 0.746 -1.073 0.299
H 0.870 1.391 -1.490
H 1.425 -0.202 -1.752
H -0.361 0.207 -1.656
H -0.303 0.476 1.938
H -0.895 1.304 0.590
H -1.243 -0.354 0.810
H -2.444 -1.658 -1.506
H -2.428 -2.200 -0.147
O -2.414 -1.339 -0.592
*
```

The energy relative to the best compared isomer or geometry (same formula, charge and spin) comes out at 90.6 kJ/mol. For the total energy, the calculation gives -325.2830 hartree.



Entry 3:
Below is 2 unconnected molecules or ions with the total composition C5H14 at a distorted geometry, with properties calculated with the ωB97M-V functional and the def2-TZVPD basis.

Structure (ORCA input):
```
! wB97M-V def2-TZVPD RIJCOSX def2/J DEFGRID3
* xyz 1 2
C 1.157 -1.555 -2.229
C 0.248 -0.802 -3.216
H 1.362 -1.058 -1.281
H 0.718 -2.533 -2.019
H 2.112 -1.807 -2.684
H 0.851 -0.226 -3.914
H -0.461 -0.142 -2.727
H -0.293 -1.524 -3.824
C -0.214 0.373 1.720
C 0.429 1.426 2.600
C -1.651 0.639 1.331
H -0.377 -0.536 2.399
H 0.404 0.006 0.895
H 0.318 2.360 2.021
H -0.155 1.510 3.513
H -2.232 -0.249 1.067
H -1.389 1.059 0.300
H 1.477 1.218 2.793
H -2.232 1.314 1.947
*
```

Its expectation value of S² is 0.753. The energy relative to the best compared isomer or geometry (same formula, charge and spin) comes out at 33.7 kJ/mol. For the total energy, the calculation gives -198.4741 hartree.



Entry 4:
Below is 2 unconnected molecules or ions with the total composition C10H16 at a distorted geometry, with properties calculated with the ωB97M-V functional and the def2-TZVPD basis.

Structure (ORCA input):
```
! wB97M-V def2-TZVPD RIJCOSX def2/J DEFGRID3
* xyz 0 1
C 1.702 -1.306 -0.977
C 1.237 -2.740 -1.280
C 2.889 -0.799 -1.797
H 0.838 -0.646 -1.100
H 1.952 -1.209 0.082
H 0.525 -2.606 -2.095
H 3.324 0.172 -1.532
H 3.491 -1.734 -1.990
H 0.777 -3.126 -0.350
H 2.088 -3.391 -1.240
H 2.487 -0.536 -2.794
C -1.845 1.025 3.147
C -1.872 0.068 0.909
C -1.726 1.215 1.651
C -1.644 0.125 -0.499
C -1.174 2.418 1.102
C -1.026 1.238 -0.961
C -0.792 2.410 -0.216
H -1.980 -0.908 1.374
H -1.766 -0.804 -1.095
H -2.854 1.307 3.475
H -1.213 1.856 3.608
H -1.241 3.323 1.720
H -0.643 1.278 -1.984
H -0.216 3.199 -0.700
H -1.318 0.171 3.540
*
```

As for the SMILES: Cc1ccccc1.CCC. The energy relative to the best compared isomer or geometry (same formula, charge and spin) comes out at 160.5 kJ/mol. For the total energy, the calculation gives -390.5748 hartree.



Question: Which value of energy relative to the best compared isomer or geometry (same formula, charge and spin) does entry 3 give?
Answer: 33.7 kJ/mol



Question: The lowest total energy belongs to which entry?
Answer: C6H12OS